1.
Entry from the Open Molecules 2025 dataset: 2 unconnected molecules or ions with the total composition C2H10NOS2 at a distorted geometry (the ωB97M-V functional and the def2-TZVPD basis).

Results
* orbital gap: 9.28 eV
* energy relative to the best compared isomer or geometry (same formula, charge and spin): 0.743 eV
* 2S+1: 1
* charge: +1
* HOMO level: -0.4663 hartree
* LUMO energy: -0.12522 Ha

Last column: Mulliken charge in e.
Geometry (Å):
N -0.196 1.986 -1.061  -0.186
C -0.207 1.972 0.449  -0.654
C -0.279 0.520 0.930  -0.668
S 1.235 -0.393 0.338  -0.084
S 0.802 -2.291 0.903  -0.134
H -0.944 1.373 -1.468  0.304
H 0.694 1.509 -1.257  0.353
H -0.041 2.961 -1.310  0.370
H -1.129 2.431 0.821  0.314
H 0.623 2.630 0.724  0.411
H -0.067 0.499 2.002  0.394
H -1.119 -0.107 0.648  0.440
H -0.078 -2.347 -0.133  0.171
H -2.495 -0.207 -1.649  0.315
H -2.923 0.615 -2.755  0.328
O -2.443 0.714 -1.928  -0.675

Forces on the atoms, in the same order (eV/Å):
1.620 -0.513 1.245
-1.651 -0.501 0.049
2.736 -0.123 0.716
0.236 0.860 -0.175
-0.671 0.039 -0.657
-0.365 1.111 -0.404
-0.154 -0.021 -0.475
-0.866 -0.138 -0.918
0.138 0.289 -0.399
0.095 -0.766 0.501
-0.895 0.136 -0.014
-0.412 0.609 0.028
0.228 -0.763 0.456
0.131 -0.145 0.575
-0.073 0.721 -0.502
-0.096 -0.795 -0.027


2.
Entry from the Open Molecules 2025 dataset: a gas-phase ion, C15H32N4O2P (charge +1) at a distorted geometry (the ωB97M-V functional and the def2-TZVPD basis).

Results
* orbital gap: 7.13 eV
* 2S+1: 1
* charge: +1
* HOMO level: -0.4109 hartree
* LUMO energy: -0.14866 Ha

Last column: Mulliken charge in e.
Geometry (Å):
C 1.927 4.503 -1.421  -0.863
O 0.698 5.181 -1.558  -0.339
C 0.320 5.367 -2.905  -0.508
C -0.605 4.253 -3.482  -0.850
C -0.903 3.087 -2.543  -0.315
C -2.162 3.275 -1.667  -0.874
C -1.881 3.770 -0.244  -0.727
C -2.168 2.737 0.862  -0.905
C -1.570 1.346 0.563  -0.096
C -1.376 0.564 1.861  -0.955
C -0.223 -0.458 1.828  -0.790
C -0.740 -1.886 2.023  -0.862
C 0.471 -2.844 2.051  -0.121
C -0.075 -4.260 2.026  -0.721
N 0.952 -5.318 1.993  0.451
N 0.866 -6.390 2.763  0.133
N 1.840 -7.182 2.551  -0.652
N 2.575 -6.652 1.647  -0.167
C 2.035 -5.489 1.278  0.504
P 2.697 -4.325 0.010  0.197
C 1.394 -4.114 -1.258  -0.836
O 3.866 -5.187 -0.721  -0.447
H 1.946 4.078 -0.423  0.267
H 1.992 3.657 -2.109  0.407
H 2.776 5.161 -1.608  0.289
H -0.171 6.326 -3.024  0.369
H 1.225 5.422 -3.514  0.348
H -0.086 3.840 -4.343  0.337
H -1.505 4.715 -3.873  0.389
H -0.049 2.787 -1.950  0.016
H -1.119 2.232 -3.182  0.473
H -2.658 2.311 -1.630  0.380
H -2.841 3.942 -2.190  0.456
H -0.865 4.120 -0.099  0.283
H -2.524 4.621 -0.034  0.420
H -1.640 3.099 1.741  0.443
H -3.220 2.700 1.137  0.276
H -2.225 0.834 -0.135  0.238
H -0.621 1.539 0.066  0.083
H -1.197 1.232 2.693  0.479
H -2.321 0.071 2.078  0.443
H 0.421 -0.272 2.685  0.327
H 0.410 -0.377 0.948  0.445
H -1.385 -2.132 1.185  0.401
H -1.248 -1.980 2.977  0.298
H 1.036 -2.684 2.963  0.279
H 1.068 -2.598 1.183  0.253
H -0.699 -4.429 2.894  0.440
H -0.720 -4.374 1.157  0.269
H 0.152 -6.601 3.450  0.290
H 0.813 -3.238 -1.003  0.255
H 0.750 -4.976 -1.387  0.329
H 1.918 -3.866 -2.173  0.371
H 4.642 -5.139 -0.137  0.385

Forces on the atoms, in the same order (eV/Å):
-0.362 -0.309 -0.162
-0.099 0.134 0.077
-0.042 -0.220 -0.498
1.161 0.065 0.204
-1.156 -0.115 -0.417
0.805 -0.023 0.015
-0.901 -0.152 0.495
0.704 0.056 -0.226
-0.354 1.012 0.545
0.228 -0.296 -0.645
-0.710 -0.227 1.019
1.360 0.062 -0.278
-0.982 -0.036 0.094
-0.053 0.398 -0.476
-1.425 0.921 0.533
-0.868 -0.247 0.895
0.387 -1.015 0.592
1.567 -0.446 -0.869
-0.059 0.037 -1.574
0.912 1.578 0.345
0.150 -0.660 0.507
-0.402 -0.329 0.462
0.219 0.188 0.260
0.048 -0.044 -0.179
0.098 0.090 0.134
-0.078 0.234 0.382
0.077 0.047 -0.081
0.009 -0.023 -0.229
-0.317 -0.107 0.111
0.232 0.155 0.201
0.077 -0.131 -0.166
-0.262 -0.118 0.123
-0.100 0.120 -0.019
0.192 0.017 -0.381
0.038 0.270 0.027
-0.095 0.126 0.278
-0.178 -0.198 -0.161
0.114 -0.353 -0.109
0.252 -0.206 -0.071
0.005 0.362 0.066
-0.084 -0.230 0.196
0.280 0.185 0.015
-0.128 0.003 -0.277
-0.376 -0.219 0.017
-0.463 0.123 -0.026
0.317 0.099 0.032
0.395 -0.220 -0.053
-0.005 -0.151 0.291
0.064 -0.262 -0.150
-0.142 0.288 -0.058
-0.193 0.142 0.187
-0.074 -0.107 -0.278
0.167 -0.154 -0.238
0.051 -0.117 -0.484


3.
Entry from the Open Molecules 2025 dataset: 2 unconnected molecules or ions with the total composition C2H10N3PS at a distorted geometry (the ωB97M-V functional and the def2-TZVPD basis).

Results
* SMILES string: NP(N)S.C=NC
* orbital gap: 9.55 eV
* energy relative to the best compared isomer or geometry (same formula, charge and spin): 2.196 eV
* 2S+1: 1
* HOMO level: -0.3209 hartree
* LUMO energy: 0.03013 Ha

Last column: Mulliken charge in e.
Geometry (Å):
N -1.609 0.607 -0.738  -0.561
P -1.743 -0.342 0.629  0.303
N -1.401 -1.877 -0.132  -0.635
S -3.945 -0.904 0.385  -0.377
H -1.769 0.072 -1.559  0.287
H -2.321 1.414 -0.760  0.294
H -0.376 -2.119 -0.304  0.275
H -1.657 -2.577 0.639  0.282
H -4.097 -0.521 1.665  0.137
C 1.940 0.895 0.995  -0.255
N 2.602 0.263 0.123  -0.336
C 3.594 1.003 -0.663  -0.815
H 1.360 0.359 1.779  0.289
H 2.080 1.983 1.348  0.212
H 3.288 1.070 -1.684  0.299
H 3.889 2.024 -0.419  0.289
H 4.540 0.561 -0.853  0.313

Forces on the atoms, in the same order (eV/Å):
-0.916 2.576 -0.024
-1.844 -1.120 -0.549
1.960 -1.777 1.480
1.040 0.556 1.185
-0.114 -0.564 -0.926
1.718 -1.552 0.266
-1.473 0.908 0.270
0.200 1.061 -1.599
-0.518 -0.052 -0.102
0.758 0.722 2.003
0.609 0.829 0.137
-0.459 0.703 -0.649
-0.153 -0.036 -1.151
0.032 -1.156 -1.175
-0.949 0.058 -0.800
-0.668 0.285 0.843
0.777 -1.440 0.789